No. 1
{"formula": "C16H12ClKN2O5S3", "method": "ωB97M-V/def2-TZVPD", "symbols": ["C", "H", "H", "H", "S", "O", "C", "C", "C", "S", "C", "O", "C", "O", "H", "Cl", "S", "O", "C", "H", "C", "C", "C", "H", "C", "C", "H", "C", "H", "N", "O", "N", "C", "H", "K", "H", "C", "H", "H", "C"], "coordinates": [[1.584, 2.337, 1.516], [0.132, 1.387, 5.394], [-3.420, -1.036, 0.422], [4.724, 2.756, 0.756], [0.126, -0.681, -4.554], [-0.123, -1.286, -0.387], [2.402, 1.272, 1.178], [-4.078, -2.081, -3.645], [-4.010, -3.170, -0.496], [3.197, 1.288, -0.418], [-1.445, 0.658, -1.423], [-1.370, -4.138, -2.478], [0.653, 1.044, 3.331], [2.774, 2.527, -1.141], [5.231, 1.042, 0.863], [-0.089, -0.361, -1.499], [-1.371, 2.298, -1.837], [1.157, 0.521, -1.186], [1.448, -0.030, 2.947], [-2.149, -3.592, -4.269], [-0.291, 0.926, 4.497], [-0.227, -0.782, -2.913], [-3.305, -2.191, -1.305], [0.081, 3.055, 2.855], [-2.150, -3.470, -3.164], [-3.102, -2.526, -2.730], [1.346, -0.981, 3.457], [2.299, 0.069, 1.858], [1.593, 3.224, 0.894], [-4.572, -3.941, 0.151], [-2.602, 0.152, -0.954], [-4.908, -1.748, -4.387], [4.824, 1.818, 0.211], [-1.238, 1.425, 4.285], [1.347, 2.031, -3.448], [-0.503, -0.118, 4.725], [-3.053, -1.081, -0.599], [5.472, 1.947, -0.655], [2.880, -0.790, 1.543], [0.735, 2.227, 2.603]], "forces_ev_per_angstrom": [[0.202, 0.115, 0.088], [-0.001, -0.004, 0.005], [0.147, -0.047, 0.064], [-0.013, 0.028, -0.021], [0.286, 0.245, -0.030], [-0.315, -0.450, 0.533], [-0.841, -0.224, -0.322], [0.112, 0.071, 0.007], [0.256, -0.102, 0.125], [0.899, 0.168, 0.153], [0.557, 0.019, 0.148], [-0.064, 0.060, 0.062], [0.042, -0.005, 0.056], [0.208, 0.405, -0.212], [-0.004, 0.015, 0.004], [1.628, 0.823, -0.971], [-0.188, -0.279, -0.136], [-0.978, -0.404, -0.076], [-0.026, -0.007, -0.039], [0.008, -0.040, 0.016], [-0.027, -0.003, -0.008], [-1.072, -0.088, 0.326], [-0.047, -0.018, -0.053], [0.001, -0.002, 0.000], [-0.002, -0.121, -0.071], [-0.108, 0.204, -0.053], [0.023, 0.011, 0.030], [0.326, 0.097, 0.233], [-0.049, -0.036, -0.045], [-0.064, 0.024, -0.059], [-0.505, 0.148, -0.486], [-0.020, 0.032, -0.012], [0.095, -0.108, 0.164], [0.002, -0.003, -0.003], [-0.294, -0.412, 0.432], [-0.003, -0.001, 0.002], [-0.028, -0.093, 0.269], [-0.013, 0.011, -0.005], [-0.121, -0.034, -0.115], [-0.005, 0.006, -0.001]], "lowdin_charge": [-0.06, 0.07, 0.13, 0.05, 0.31, -0.35, -0.39, -0.29, -0.20, 0.90, -0.91, -0.07, -0.28, -0.60, 0.04, 0.72, 0.49, -0.65, -0.04, 0.11, -0.06, -1.00, -0.18, 0.11, -0.36, -0.25, 0.11, -0.07, 0.11, 0.11, -0.08, 0.05, -0.26, 0.08, 0.60, 0.07, -0.08, 0.03, 0.12, -0.04], "lumo_ev": [3.3, 3.3], "gap_ev": [3.78, 3.78], "charge": -2, "de_lowest_kj_mol": 823.94, "e_tot_ev": -91345.45684}

***

No. 2
{"formula": "C16H12CoNO7", "method": "ωB97M-V/def2-TZVPD", "symbols": ["H", "H", "C", "C", "N", "H", "O", "H", "C", "H", "H", "O", "C", "O", "C", "C", "O", "H", "C", "H", "C", "O", "C", "C", "O", "O", "H", "C", "H", "C", "H", "C", "H", "C", "C", "Co", "C"], "coordinates": [[0.408, 4.380, 1.943], [1.008, 4.339, -0.355], [0.355, -5.908, 1.063], [1.764, 2.699, -1.429], [0.180, -1.428, -0.184], [-2.110, 2.841, 2.244], [-1.657, 3.266, -3.168], [-1.919, 4.313, 1.282], [0.252, -4.635, 1.625], [0.539, -7.075, -0.728], [0.142, 2.908, 2.888], [2.642, 3.429, -1.867], [-1.177, 2.582, -2.276], [-0.372, 1.538, 0.553], [0.456, -6.076, -0.317], [-1.497, 3.330, 1.488], [-1.088, 1.290, -2.293], [0.175, -4.490, 2.697], [0.697, 3.310, -0.512], [-1.219, 4.264, -1.008], [0.348, -3.727, -0.602], [0.377, -2.026, -2.367], [-0.812, 3.258, -0.947], [0.250, -3.559, 0.766], [0.070, -1.573, 2.140], [1.731, 1.412, -1.565], [1.569, 2.033, 1.093], [0.646, 2.530, 0.816], [-2.329, 1.922, -0.023], [-1.426, 2.471, 0.224], [0.358, -6.779, 1.707], [0.315, -2.348, -1.189], [0.536, -5.094, -2.248], [-0.006, 3.372, 1.914], [0.454, -4.976, -1.173], [0.187, 0.281, -1.232], [0.153, -2.071, 1.041]], "forces_ev_per_angstrom": [[-0.013, 0.005, 0.006], [-0.040, 0.084, 0.045], [-0.001, 0.048, 0.002], [0.208, -0.156, 0.188], [0.088, -0.222, -0.006], [0.002, 0.007, 0.010], [0.197, -0.069, -0.017], [0.014, 0.004, 0.006], [-0.003, -0.085, 0.069], [-0.006, 0.018, 0.025], [-0.013, -0.001, 0.003], [-0.135, -0.087, -0.092], [-0.416, -0.172, 0.138], [0.005, -0.018, -0.053], [-0.005, 0.029, 0.009], [0.062, 0.004, -0.015], [0.012, 0.002, -0.164], [0.003, -0.006, -0.055], [-0.105, -0.018, 0.019], [0.006, 0.079, 0.039], [0.042, 0.083, 0.006], [0.048, -0.020, 0.000], [0.152, 0.007, 0.060], [-0.008, 0.081, 0.013], [-0.007, 0.034, 0.026], [0.104, 0.045, -0.067], [0.037, -0.050, -0.022], [-0.105, 0.040, -0.037], [-0.023, -0.051, -0.022], [0.119, 0.048, 0.015], [0.004, 0.019, -0.031], [-0.142, 0.017, 0.068], [-0.012, 0.012, 0.056], [-0.048, 0.009, -0.044], [0.025, -0.082, -0.085], [-0.031, 0.356, 0.044], [-0.011, 0.005, -0.136]], "lowdin_charge": [0.11, 0.14, -0.08, -0.60, 0.06, 0.11, 0.04, 0.11, -0.01, 0.10, 0.11, 0.04, -0.60, -0.12, -0.08, -0.10, -0.11, 0.12, -0.10, 0.14, -0.09, 0.06, -0.10, -0.09, 0.08, -0.10, 0.16, -0.24, 0.16, -0.25, 0.10, -0.45, 0.12, -0.10, -0.01, 0.88, -0.42], "lumo_ev": [2.5, 2.5], "gap_ev": [8.43, 8.40], "charge": -1, "spin_multiplicity": 4, "de_lowest_kj_mol": 2.69, "e_tot_ev": -70241.50239}